51
Properties=species:S:1:pos:R:3:forces:R:3 method="wB97M-V/def2-TZVPD" e_homo_ev=-11.409 smiles=Cc1ccc(C)c(OC[C@@H](O)C[NH+]2[C@@H](C)CCC[C@@H]2C)c1 de_lowest_ev=0.000 total_charge=+1 max_force_ev_per_a=0.91 homo_lumo_gap_ha=0.3392
C -0.15482 -0.56132 -5.04512 0.0 0.0 -0.1
C -0.54769 0.34400 -3.92123 0.0 0.1 0.1
C -0.77205 1.69849 -4.14647 0.0 0.0 0.0
C -1.14012 2.53620 -3.11388 0.0 -0.1 0.0
C -1.31082 2.06165 -1.81747 0.0 -0.3 0.2
C -1.08992 0.70517 -1.60162 0.0 0.3 -0.1
C -0.70797 -0.14072 -2.63252 0.0 0.0 0.1
H -0.52175 -1.18449 -2.42270 0.0 -0.1 0.0
O -1.21236 0.21019 -0.29202 0.2 0.1 -0.3
C -2.14284 -0.83869 -0.07271 -0.3 -0.5 0.2
C -1.46537 -2.10959 0.49044 -0.3 0.5 0.1
O -0.59736 -2.69295 -0.45051 0.2 -0.1 -0.1
H -1.10287 -3.14656 -1.13332 -0.1 0.0 0.0
H -2.26725 -2.81187 0.76193 0.1 0.2 0.1
C -0.66756 -1.83116 1.77643 -0.5 -0.7 -0.2
N 0.33988 -0.75020 1.60675 -0.1 0.2 -0.5
H 0.14866 -0.36722 0.65461 0.1 0.0 0.3
C 0.06531 0.41005 2.52209 -0.1 0.7 0.4
C 0.28406 0.07044 3.99060 0.0 -0.1 -0.2
H -0.11794 0.87929 4.59487 0.0 0.1 0.0
H 1.33498 -0.03215 4.23937 0.1 0.0 0.0
H -0.22864 -0.84311 4.27947 0.0 -0.1 0.1
C 0.89806 1.60410 2.05808 0.1 -0.1 0.1
C 2.38474 1.27246 2.03063 -0.1 0.0 -0.2
C 2.61599 0.03251 1.17597 0.0 0.1 0.4
H 2.36809 0.25430 0.13459 0.0 -0.1 -0.1
H 3.66886 -0.24589 1.20989 0.0 -0.1 -0.1
C 1.77910 -1.16303 1.63645 0.8 -0.2 -0.3
C 2.06194 -2.34966 0.72721 -0.1 0.0 0.1
H 1.73911 -2.14556 -0.28926 0.0 0.0 -0.1
H 3.13296 -2.53144 0.71571 0.1 0.0 0.1
H 1.58072 -3.26380 1.05846 0.0 -0.1 0.0
H 2.02162 -1.42679 2.66928 -0.1 0.1 0.0
H 2.76088 1.10899 3.04048 0.1 0.0 0.0
H 2.93846 2.11232 1.61267 0.0 0.0 0.1
H 0.57232 1.89178 1.05627 -0.1 0.1 0.0
H 0.70874 2.44590 2.72327 -0.1 0.0 0.0
H -0.99102 0.65699 2.37355 0.1 -0.2 -0.1
H -0.17301 -2.75083 2.08751 0.0 0.1 0.0
H -1.37616 -1.54383 2.55302 0.1 0.1 0.0
H -2.65847 -1.09017 -1.00458 0.0 0.0 0.1
H -2.89124 -0.48348 0.64663 0.0 0.0 -0.1
C -1.70728 2.98986 -0.71058 0.0 0.0 0.0
H -2.49493 3.65924 -1.04781 -0.1 0.1 0.0
H -2.06072 2.43812 0.15681 0.0 0.1 0.1
H -0.85871 3.60432 -0.40947 0.0 0.1 0.1
H -1.30930 3.58449 -3.30776 0.0 0.1 0.0
H -0.65457 2.09581 -5.14292 0.0 0.1 -0.1
H 0.17987 -1.52797 -4.67762 0.0 -0.1 0.0
H 0.64249 -0.11368 -5.63434 0.1 0.0 -0.1
H -1.00411 -0.72048 -5.70911 0.0 -0.1 -0.1



71
Properties=species:S:1:pos:R:3:forces:R:3 method="wB97M-V/def2-TZVPD" e_homo_ev="-17.307 / -17.234" spin_multiplicity=3 de_lowest_ev=0.000 total_charge=+3 max_force_ev_per_a=3.19 homo_lumo_gap_ha="0.2354 / 0.1964"
W -0.07689 1.73706 -0.32456 0.4 0.6 -3.1
C 3.19838 2.49058 0.46059 0.0 0.6 0.1
C 2.88907 1.26351 -0.02451 -0.5 -0.1 0.0
N 1.58531 0.94374 -0.29294 -0.4 -0.5 0.2
N 0.94098 3.32149 0.49625 -0.4 0.5 0.0
C 2.19694 3.53323 0.65154 0.4 -0.4 0.1
B -0.27603 4.27896 0.19226 0.0 0.6 0.1
N -1.38353 3.16437 0.36110 0.2 0.5 0.0
C -2.66588 3.20184 0.36519 -0.4 -0.4 0.1
C -3.48866 2.03405 0.06471 0.0 0.6 0.1
C -2.96479 0.86363 -0.37332 0.5 -0.1 0.0
N -1.60654 0.72495 -0.48190 0.5 -0.6 0.2
N -0.18840 4.33487 -1.36761 0.0 0.5 0.1
C -0.19757 5.28903 -2.29641 0.0 -0.2 -0.2
C -0.08585 4.67768 -3.54354 0.0 0.1 0.0
C -0.01140 3.31986 -3.28866 0.0 -0.1 -0.2
N -0.07371 3.10792 -1.96603 -0.1 0.4 0.9
H 4.23507 2.72454 0.66830 0.0 0.1 0.0
H 3.67324 0.53779 -0.21265 0.0 -0.1 0.0
H 2.52585 4.53630 0.91813 0.1 0.0 0.0
H -0.37745 5.35407 0.70390 0.0 -0.2 0.0
H -3.15733 4.14873 0.58291 -0.1 0.0 0.0
H -4.56446 2.12461 0.14789 0.0 0.1 0.0
H -3.61685 0.04128 -0.64750 0.0 -0.1 0.0
H -0.28156 6.33165 -2.02833 0.0 0.0 0.0
H -0.06209 5.15765 -4.50799 0.0 0.0 0.1
H 0.08226 2.49865 -3.98102 0.0 0.0 0.0
C -2.09744 -0.19730 4.01067 -0.1 0.1 0.0
C -1.83002 0.93713 3.00643 -0.4 0.1 0.0
Ge -0.14963 0.71631 2.08900 0.0 -1.4 1.2
C 1.37665 1.13149 3.18883 0.4 0.1 0.1
C 1.66811 0.02755 4.22037 0.1 0.1 0.0
C -0.00610 -1.20472 1.52742 0.0 -0.1 -0.8
C 0.09312 -1.91097 0.32841 -0.1 0.4 1.1
Ge 0.12490 -1.02509 -1.45119 -0.1 -1.4 -0.1
C -1.33929 -1.28290 -2.68513 -0.6 0.0 -0.1
C -1.57649 -2.69595 -3.24493 0.0 0.1 0.0
C 1.73505 -1.06067 -2.51605 0.6 0.2 0.0
C 2.21508 -2.42675 -3.03361 0.0 0.0 0.0
C 0.17764 -3.34556 0.37219 0.0 -0.5 0.1
C 0.15006 -4.09979 1.61510 0.0 0.4 -0.4
C 0.23378 -5.45598 1.62021 0.0 -0.3 -0.2
C 0.34983 -6.15496 0.40101 0.0 0.1 0.0
C 0.37961 -5.46374 -0.83281 0.0 -0.3 0.2
C 0.29544 -4.10721 -0.84247 0.0 0.4 0.4
H -3.02173 0.02051 4.54648 0.0 0.0 0.0
H -1.31819 -0.29833 4.76139 0.1 0.0 0.0
H -2.23271 -1.16115 3.51593 0.0 0.0 0.0
H -1.77155 1.91075 3.49675 0.0 0.0 0.1
H -2.64183 0.98430 2.28423 -0.1 0.0 0.0
H 1.14413 2.08518 3.66656 0.0 0.0 0.1
H 2.25235 1.28560 2.56261 0.0 0.1 0.1
H 0.82763 -0.17851 4.87775 -0.1 0.0 0.0
H 2.49127 0.35205 4.85744 0.0 0.0 0.0
H 1.97781 -0.90609 3.74663 0.0 0.0 0.0
H -0.01347 -1.79997 2.43382 0.0 -0.1 0.0
H -1.09294 -0.59324 -3.49663 -0.1 0.0 -0.1
H -2.25133 -0.92602 -2.21653 -0.1 0.0 -0.1
H -0.72501 -3.09147 -3.79670 0.0 0.0 0.0
H -2.40719 -2.65472 -3.94893 0.0 0.0 0.0
H -1.85909 -3.40615 -2.46804 0.0 0.0 0.0
H 2.53084 -0.58677 -1.95009 0.1 0.0 -0.1
H 1.48723 -0.40495 -3.35463 0.1 0.0 -0.1
H 2.50445 -3.09748 -2.22483 0.0 0.0 0.0
H 3.10427 -2.26922 -3.64369 0.0 0.0 0.0
H 1.48915 -2.92843 -3.67162 0.0 0.0 0.0
H 0.06081 -3.59613 2.56353 0.0 0.0 0.0
H 0.21182 -6.00471 2.55210 0.0 0.0 0.0
H 0.41659 -7.23711 0.40840 0.0 0.0 0.0
H 0.46868 -6.02049 -1.75666 0.0 0.0 0.0
H 0.31962 -3.60042 -1.79452 0.0 0.1 -0.1



58
Properties=species:S:1:pos:R:3:forces:R:3 method="wB97M-V/def2-TZVPD" e_homo_ev=-8.255 smiles="COc1ccc(-n2nc(C(=O)NCC(=O)N3CCCCCC3)c3ccccc3c2=O)cc1" de_lowest_ev=1.204 total_charge=0 max_force_ev_per_a=1.01 homo_lumo_gap_ha=0.2990
C 0.21891 6.24267 -0.88852 0.1 0.1 -0.2
H -0.58497 6.14289 -1.62474 0.0 0.0 0.0
O -0.18261 5.78553 0.38024 -0.1 -0.1 0.3
C -0.57456 4.49186 0.51525 -0.1 -0.2 0.1
C -0.57723 3.54671 -0.50628 0.1 0.4 0.0
C -1.00939 2.25826 -0.25205 -0.2 -0.2 0.3
C -1.43864 1.89073 1.01582 0.2 0.6 -0.3
C -1.42204 2.82720 2.04512 0.0 -0.1 -0.1
C -0.99827 4.11243 1.79111 0.1 0.1 -0.2
H -0.98439 4.85288 2.57444 0.0 0.1 0.1
H -1.74794 2.55386 3.03424 0.0 0.0 0.0
N -1.86197 0.55400 1.23152 -0.3 -0.2 0.3
N -1.18790 -0.34614 0.52342 0.3 -0.9 -0.3
C -1.46917 -1.61000 0.56540 -0.2 0.7 0.2
C -2.53045 -2.12342 1.39254 -0.4 0.2 0.4
C -2.86650 -3.47777 1.50729 0.0 -0.1 0.0
C -3.89791 -3.86411 2.33317 0.0 0.0 0.0
C -4.61903 -2.92176 3.06455 0.0 0.1 0.0
C -4.30162 -1.58621 2.96734 0.0 0.1 0.0
C -3.25723 -1.17424 2.13753 0.1 -0.5 -0.1
C -2.94675 0.25358 2.05627 -0.1 0.1 0.0
O -3.56766 1.12503 2.63180 0.0 -0.1 0.0
H -4.83906 -0.83114 3.52074 0.0 0.0 0.0
H -5.42545 -3.24122 3.70757 -0.1 0.0 0.1
H -4.15134 -4.91065 2.41543 0.0 -0.1 0.0
H -2.31068 -4.20305 0.93620 0.0 0.0 0.0
C -0.61286 -2.47685 -0.31027 0.4 0.3 -0.3
O -0.85656 -3.63799 -0.57227 -0.2 -0.2 0.1
N 0.45182 -1.81238 -0.80740 0.3 0.2 0.0
C 1.46758 -2.45425 -1.60904 0.0 -0.3 0.0
C 2.85343 -2.04131 -1.10750 -0.4 -0.3 -0.1
O 3.49358 -2.78354 -0.38841 0.0 -0.3 0.1
N 3.28525 -0.80244 -1.44203 0.3 0.3 0.1
C 2.64043 0.05924 -2.40872 -0.2 -0.2 -0.5
C 3.02529 -0.30371 -3.84988 0.1 0.3 0.1
H 2.91087 -1.38116 -3.98386 -0.1 0.0 0.0
C 4.45394 0.08913 -4.21689 -0.1 -0.3 0.0
C 5.50971 -0.46160 -3.25785 0.1 0.3 -0.1
C 5.51019 0.25670 -1.90691 -0.1 -0.2 0.0
C 4.55113 -0.35714 -0.88486 0.3 0.1 0.3
H 5.00554 -1.24185 -0.43314 -0.1 0.2 0.0
H 4.35396 0.37011 -0.08690 0.1 -0.1 0.0
H 6.50926 0.21509 -1.47002 0.0 0.1 0.0
H 5.27582 1.31182 -2.06484 0.1 0.1 0.0
H 6.48880 -0.33279 -3.72327 0.0 -0.1 0.0
H 5.35450 -1.53101 -3.10568 0.1 -0.1 0.0
H 4.53619 1.17870 -4.24674 0.0 0.0 0.0
H 4.66025 -0.28074 -5.22356 0.0 0.1 0.0
H 2.33393 0.19432 -4.53300 -0.1 0.0 0.0
H 2.93853 1.08747 -2.19292 -0.1 0.0 0.0
H 1.55576 0.00307 -2.29847 0.0 0.1 0.0
H 1.35851 -3.53245 -1.45890 0.2 0.2 -0.1
H 1.32447 -2.23345 -2.67173 0.0 0.0 0.1
H 0.57552 -0.85768 -0.50352 0.0 -0.1 0.0
H -1.02386 1.52699 -1.04597 0.0 0.0 -0.1
H -0.25694 3.80190 -1.50406 0.0 0.1 -0.1
H 0.45844 7.29681 -0.75909 0.0 -0.1 -0.1
H 1.10797 5.71222 -1.24507 0.0 0.0 0.0